Record 1
14
Properties=species:S:1:pos:R:3 method="wB97M-V/def2-TZVPD" charge=+1 orbital_gap_ha="0.27736 / 0.31421" e_homo_ev="-14.66 / -14.62" lumo_energy_ev="-7.1 / -6.1" total_energy_ev=-7698.771 max_force_ha_per_bohr=0.057 mol_weight_g_mol=86.1
N -1.553 1.077 0.584
N 0.919 -0.100 0.110
N -1.680 0.898 1.829
C 1.662 0.249 -1.027
C 1.451 -1.171 -0.634
C -1.318 0.085 -0.241
H 0.816 -1.793 -1.251
H 2.575 0.798 -0.815
H -1.462 -0.952 0.051
H 1.166 0.620 -1.914
H -1.563 -0.011 2.291
H -1.296 0.341 -1.285
H 2.189 -1.755 -0.090
H -1.905 1.713 2.391

=====

Record 2
14
Properties=species:S:1:pos:R:3 method="wB97M-V/def2-TZVPD" charge=+1 orbital_gap_ha=0.40441 e_homo_ev=-14.03 lumo_energy_ev=-3.0 total_energy_ev=-7704.628 max_force_ha_per_bohr=0.076 mol_weight_g_mol=86.1
N 0.062 0.129 -0.044
N -2.350 1.106 -0.415
N 1.485 -1.565 0.252
C 0.155 -1.200 0.082
C 1.319 0.572 0.244
C 2.194 -0.449 0.351
H 1.833 -2.480 0.549
H -2.202 2.082 -0.475
H 3.338 -0.407 0.529
H -3.017 0.952 0.393
H 1.489 1.639 0.220
H -2.735 0.642 -1.263
H -0.793 -1.738 -0.130
H -0.780 0.717 -0.292

=====

Record 3
14
Properties=species:S:1:pos:R:3 method="wB97M-V/def2-TZVPD" charge=+1 orbital_gap_ha=0.37406 e_homo_ev=-14.42 lumo_energy_ev=-4.2 total_energy_ev=-7700.943 max_force_ha_per_bohr=0.085 smiles="C[C@@]1([NH3+])CN=N1" mol_weight_g_mol=86.1
N -0.996 -0.970 -0.687
N 2.122 -0.194 -0.261
N 1.274 -0.961 0.293
C 0.088 -0.209 0.007
C 1.055 0.757 -0.713
C -0.472 0.505 1.236
H -1.306 -1.702 -0.035
H -0.658 -1.491 -1.565
H -1.195 -0.206 1.629
H -0.975 1.348 0.824
H -1.689 -0.275 -0.972
H 1.185 0.917 -1.723
H 1.314 1.742 -0.040
H 0.253 0.738 2.008

=====

Record 4
14
Properties=species:S:1:pos:R:3 method="wB97M-V/def2-TZVPD" charge=+1 orbital_gap_ha=0.41996 e_homo_ev=-14.82 lumo_energy_ev=-3.4 total_energy_ev=-7702.234 max_force_ha_per_bohr=0.081 smiles="C[N@H+]1CNC=N1" mol_weight_g_mol=86.1
N 0.457 0.361 -0.483
N -0.551 1.311 -0.068
N -1.364 -0.782 0.309
C -1.509 0.599 0.384
C -0.258 -0.947 -0.664
C 1.548 0.396 0.515
H 1.170 -0.003 1.482
H -2.168 -1.286 0.187
H -0.708 -1.251 -1.730
H 0.534 -1.671 -0.241
H -2.436 1.175 0.685
H 1.839 1.530 0.725
H 0.998 0.770 -1.344
H 2.449 -0.203 0.245

=====

Record 5
14
Properties=species:S:1:pos:R:3 method="wB97M-V/def2-TZVPD" charge=+1 orbital_gap_ha="0.24580 / 0.27032" e_homo_ev="-9.88 / -14.61" lumo_energy_ev="-3.2 / -7.3" total_energy_ev=-7698.103 max_force_ha_per_bohr=0.126 mol_weight_g_mol=86.1 spin_multiplicity=3
N -0.452 0.228 -0.034
N -2.817 -0.262 0.059
N 0.307 -0.854 0.066
C 1.744 -0.543 -0.079
C 2.636 0.489 0.087
C -1.752 0.547 -0.077
H 2.361 1.469 0.316
H 0.122 1.138 -0.187
H -2.712 -1.137 0.515
H -3.684 0.131 0.288
H 2.352 -1.370 -0.350
H -1.782 1.607 -0.245
H 0.049 -1.743 -0.335
H 3.629 0.299 -0.024

=====

Record 6
16
Properties=species:S:1:pos:R:3 method="wB97M-V/def2-TZVPD" charge=-1 orbital_gap_ha=0.30278 e_homo_ev=-4.36 lumo_energy_ev=3.9 total_energy_ev=-11803.654 max_force_ha_per_bohr=0.057 mol_weight_g_mol=118.1
O 3.216 2.922 -0.210
O 3.037 0.865 0.212
N 2.524 1.911 -0.167
N 0.568 -0.196 0.128
N 1.329 1.924 -0.729
C -0.736 0.832 -1.525
C 0.507 0.846 -0.640
C -1.751 -2.251 1.458
H -1.599 1.310 -1.075
H -1.281 -1.540 0.762
H 1.419 -0.452 0.696
H -0.553 1.466 -2.456
H -1.037 -2.725 2.071
H -2.466 -1.610 2.096
H -2.313 -3.018 0.981
H -0.864 -0.284 -1.603

=====

Record 7
16
Properties=species:S:1:pos:R:3 method="wB97M-V/def2-TZVPD" charge=+1 orbital_gap_ha=0.41592 e_homo_ev=-14.47 lumo_energy_ev=-3.1 total_energy_ev=-11796.975 max_force_ha_per_bohr=0.073 mol_weight_g_mol=118.1
O 0.070 0.588 -1.140
O -1.737 -0.756 -0.737
N -1.739 -0.577 0.672
N 1.370 0.383 1.079
N 2.866 0.398 3.056
C -0.979 -0.013 -1.484
C -1.440 0.042 -2.883
C 2.082 0.394 1.984
H -2.117 -1.518 1.186
H -0.785 -0.410 1.047
H -1.577 -0.907 -3.274
H 0.469 0.603 -0.165
H -2.429 0.441 -2.799
H 3.197 -0.509 3.384
H 3.441 1.190 3.399
H -0.693 0.653 -3.323

=====

Record 8
15
Properties=species:S:1:pos:R:3 method="wB97M-V/def2-TZVPD" charge=+1 orbital_gap_ha="0.30683 / 0.22976" e_homo_ev="-11.58 / -15.03" lumo_energy_ev="-3.2 / -8.8" total_energy_ev=-18533.365 max_force_ha_per_bohr=0.078 mol_weight_g_mol=118.2 spin_multiplicity=3
S 2.673 0.574 0.195
N -0.058 0.926 -0.655
N 0.311 -0.424 -0.343
N -0.343 -2.602 0.137
C 1.488 -0.584 0.227
C -0.816 1.579 0.380
C -0.611 -1.500 -0.374
H 1.766 -1.542 0.519
H -0.486 1.350 1.319
H -1.820 1.481 0.450
H 1.710 1.651 0.057
H -0.493 0.900 -1.573
H -1.615 -1.054 -0.702
H -0.992 -3.354 -0.020
H -0.714 2.598 0.382